ORCA calculation (the ωB97M-V functional and the def2-TZVPD basis) on a 6-piece molecular cluster, C36H36 overall in a non-equilibrium geometry.

HOMO-LUMO gap = 9.76 eV
ΔE to the lowest compared entry with this formula, charge and spin = 32.8 kcal per mole
total charge = 0
structure (SMILES) = c1ccccc1.c1ccccc1.c1ccccc1.c1ccccc1.c1ccccc1.c1ccccc1
highest occupied orbital energy = -9.039 eV

```
72
Properties=species:S:1:pos:R:3:forces:R:3
C -5.43296 -2.02573 -0.13195 2.29 -0.73 -0.49
C -4.34515 -2.25610 -1.02355 -0.55 0.07 1.30
C -3.15378 -2.72920 -0.52247 0.39 -0.04 0.08
C -2.99120 -2.96029 0.83783 0.26 0.11 -0.29
C -4.01488 -2.67637 1.71742 -0.35 -0.94 0.24
C -5.26928 -2.29764 1.22468 0.45 0.83 -0.62
H -6.29651 -1.55977 -0.51091 -1.18 0.21 -0.28
H -4.34462 -2.05829 -2.07124 -0.60 0.30 -0.57
H -2.30321 -2.85486 -1.18740 -0.17 -0.19 0.02
H -2.04222 -3.34649 1.18805 -0.03 0.13 0.19
H -3.80620 -2.88599 2.76711 -0.46 0.26 -0.20
H -6.10073 -2.04980 1.85313 -0.17 -0.13 0.55
C -4.83111 1.48586 -0.83397 -0.37 -0.20 0.97
C -5.24765 2.46931 0.08378 -0.24 -0.33 -1.00
C -5.25567 3.76280 -0.41052 0.51 0.13 -0.98
C -4.80751 4.05545 -1.73509 0.16 0.69 0.86
C -4.29999 3.08607 -2.57919 -1.50 0.21 0.49
C -4.44991 1.79121 -2.11815 0.98 -0.42 -0.82
H -4.82393 0.45989 -0.50688 -0.09 -0.24 -0.10
H -5.71058 2.19126 1.05297 0.73 0.32 -0.65
H -5.58152 4.55660 0.22640 -0.28 0.51 0.12
H -4.84640 5.07107 -2.12286 -0.03 0.03 0.41
H -4.03117 3.29807 -3.61527 0.09 -0.02 0.42
H -4.21521 1.03974 -2.85555 0.14 -0.62 0.31
C 6.09988 1.09022 -2.78691 -0.59 0.42 -0.82
C 6.14397 -0.04819 -2.00034 0.19 0.69 0.48
C 5.29717 -1.11036 -2.20785 -0.43 0.00 0.64
C 4.42977 -1.05428 -3.26449 -0.58 -2.14 -0.67
C 4.42660 0.00790 -4.11660 -0.35 0.73 -1.19
C 5.24169 1.09856 -3.91223 0.52 0.20 1.76
H 6.61212 2.00888 -2.45779 0.00 -0.65 -0.44
H 6.76503 -0.03570 -1.13342 0.37 -0.05 0.53
H 5.14534 -1.86576 -1.44646 0.52 -0.25 -0.17
H 3.82188 -1.94727 -3.51734 0.12 0.80 0.42
H 3.73681 0.02774 -4.95131 -0.01 -0.08 -0.05
H 5.09366 1.99424 -4.47578 0.18 0.34 -0.45
C -0.65997 -1.05835 2.80590 0.28 1.90 -0.94
C -1.63702 -1.12161 3.74450 -0.77 -0.68 0.80
C -1.82628 -2.28448 4.48157 0.33 -0.83 0.69
C -0.97486 -3.41465 4.31910 -0.41 2.00 -1.38
C -0.03442 -3.27876 3.31002 1.19 -0.83 0.41
C 0.15472 -2.09872 2.60265 0.90 -2.45 -0.26
H -0.51684 -0.17072 2.20886 -0.10 0.26 0.02
H -2.25671 -0.25951 3.85536 -0.54 0.25 0.36
H -2.61813 -2.30391 5.22016 -0.01 -0.06 0.05
H -1.01058 -4.34862 4.83121 -0.47 -0.26 0.59
H 0.68975 -4.08710 3.11736 -0.54 0.26 0.11
H 0.92956 -2.14982 1.86488 0.29 0.51 -0.40
C 5.07842 2.02067 1.10488 1.79 -0.59 0.52
C 3.77431 1.61273 1.21206 0.14 1.28 -0.71
C 3.39418 0.54825 1.99517 -1.05 -0.43 -0.86
C 4.34100 -0.19339 2.65584 1.15 0.07 0.54
C 5.71600 0.22170 2.57217 -1.25 -0.12 0.84
C 6.08678 1.34104 1.82263 -1.16 -1.08 0.52
H 5.39294 2.81119 0.44983 -0.24 0.44 -0.12
H 3.06356 2.21876 0.66531 -0.36 -0.31 -0.02
H 2.33075 0.28104 1.89472 0.54 -0.12 0.68
H 3.98896 -1.02254 3.29253 0.60 0.35 -0.40
H 6.45233 -0.24909 3.23718 -0.29 0.00 -0.54
H 7.13003 1.59799 1.90463 0.08 0.48 -0.51
C -1.01862 0.34848 -0.62789 -0.47 -2.02 0.16
C -0.84744 1.69732 -0.54348 -0.77 1.29 0.62
C 0.02665 2.38516 -1.41515 -0.02 -1.66 0.74
C 0.74438 1.63461 -2.33863 0.75 -0.04 0.39
C 0.59588 0.21400 -2.36642 0.02 1.92 -1.42
C -0.31812 -0.41434 -1.56367 0.27 0.56 0.13
H -1.68812 -0.25990 0.01332 0.20 0.97 -0.21
H -1.47824 2.21593 0.21699 0.79 -0.11 -0.72
H 0.24926 3.40526 -1.20985 -0.09 0.77 -0.30
H 1.53200 2.16075 -2.94157 -0.95 -0.81 0.40
H 1.08634 -0.26155 -3.20035 0.30 -0.54 0.21
H -0.48493 -1.47064 -1.64768 -0.02 -0.34 0.04
```
Forces are in eV/Å.